The following is a DFT calculation (ωB97M-V/def2-TZVPD) of C29H53KO20S5 as an isolated structure.

Properties
HOMO energy, eV: -7.097
Gap between HOMO and LUMO, hartree: 0.2029
F_max, hartree/bohr: 0.0543
Total charge: 0

Structure (XYZ):
```
108
C29H53KO20S5 (ωB97M-V/def2-TZVPD)
K 0.5045 2.0341 -3.1702
C 0.8135 -0.4199 -0.0311
C -0.6541 -0.3555 -0.3802
O -0.9517 0.7596 -1.1670
H 0.9734 0.4032 0.6810
H 1.5146 -0.1273 -0.8167
H 1.1655 -1.3324 0.4629
H -1.2311 -0.3018 0.5588
H -0.9475 -1.2577 -0.9471
O -7.1619 -1.1937 0.2937
S -5.9302 -1.8588 -0.0061
O -5.2460 -2.6427 0.9867
O -6.1317 -2.8593 -1.2795
C -7.3862 -2.8838 -1.9890
C -7.1849 -2.9627 -3.4842
C -4.7372 -0.7021 -0.7434
H -7.8925 -1.9535 -1.7054
H -8.0067 -3.6753 -1.5653
H -6.9651 -4.0201 -3.6516
H -6.3282 -2.3360 -3.7259
H -8.0743 -2.6781 -4.0364
H -3.7824 -0.8843 -0.2540
H -5.1105 0.3054 -0.5962
H -4.5906 -1.0155 -1.7722
O 3.2273 1.6985 -2.5322
S 4.2804 1.8135 -1.5586
O 4.4424 3.0617 -0.8682
O 4.0692 0.6849 -0.3874
C 4.9904 0.6901 0.7085
C 4.1365 0.3617 1.9509
C 5.8250 1.2646 -2.2629
H 5.5585 1.6098 0.8275
H 5.6466 -0.1661 0.5327
H 4.7313 0.0134 2.7962
H 3.4022 -0.3874 1.6650
H 3.6380 1.2527 2.3374
H 5.7750 0.2104 -2.5354
H 6.6120 1.3418 -1.5155
H 6.0205 1.9092 -3.1170
O 4.2521 -2.5551 -0.0583
S 4.4304 -2.6088 -1.4828
O 5.6202 -2.0001 -2.0463
O 4.4672 -4.1839 -1.8942
C 4.7755 -4.4385 -3.2859
C 3.7606 -5.3442 -3.9311
C 2.9349 -2.0897 -2.3338
H 5.7780 -4.8709 -3.2272
H 4.9224 -3.5085 -3.8389
H 2.7367 -4.9923 -3.7715
H 3.6886 -6.2902 -3.3869
H 3.9742 -5.5287 -4.9796
H 2.9507 -2.4668 -3.3522
H 2.8893 -1.0070 -2.2788
H 2.1370 -2.5459 -1.7502
O 0.7136 5.8527 0.2368
S 0.8654 4.8431 1.2810
O 1.9617 4.9346 2.2186
O -0.5926 4.6930 1.9892
C -1.0179 5.8331 2.7591
C -0.1643 6.2076 3.9666
C 0.9887 3.2743 0.3827
H -2.0012 5.5451 3.1242
H -0.9583 6.7150 2.1141
H -0.6255 6.9550 4.6175
H 0.8245 6.5647 3.6954
H -0.1420 5.3747 4.6794
H 0.0969 3.0550 -0.2010
H 1.1042 2.5302 1.1670
H 1.8267 3.3869 -0.2995
O -4.8191 1.9067 1.5163
S -3.9385 1.5478 2.6009
O -4.2038 1.9737 3.9573
O -3.7788 -0.0502 2.5966
C -3.3793 -0.7391 3.7829
C -2.8108 -2.0977 3.4328
C -2.2483 2.1015 2.2351
H -4.2429 -0.9111 4.4255
H -2.6206 -0.1750 4.3270
H -3.4648 -2.6499 2.7599
H -2.6904 -2.6591 4.3604
H -1.8086 -1.9920 3.0129
H -1.7508 1.4769 1.4907
H -1.6323 2.2073 3.1200
H -2.4923 3.0394 1.7381
C -1.8515 5.9432 -1.6355
C -2.7175 6.5470 -0.8225
C -3.7405 5.7654 -0.1303
O -4.6054 6.2407 0.5768
C -3.5947 4.2814 -0.2042
C -2.7389 3.6936 -1.0356
C -1.7742 4.4670 -1.7937
O -1.0270 3.9852 -2.6269
H -1.1968 6.5197 -2.2774
H -2.7341 7.6259 -0.7367
H -4.3272 3.6829 0.3254
H -2.6431 2.6080 -1.0663
C 4.1170 -6.7303 0.5679
C 3.2422 -6.6278 -0.4401
C 2.2167 -5.5630 -0.4330
O 1.4701 -5.2722 -1.3446
C 2.1668 -4.7705 0.8133
C 3.0063 -4.9334 1.8459
C 4.0830 -5.9477 1.8104
O 4.7288 -6.2627 2.7824
H 4.8519 -7.5241 0.4916
H 3.3473 -7.2409 -1.3247
H 1.4048 -4.0016 0.8438
H 2.9854 -4.1999 2.6416
```

Atomic partial charges in e from the Mulliken method, atoms 1 to 8: 1.093, 0.128, 0.188, -0.805, -0.057, -0.341, 0.215, -0.644

The following is a DFT calculation (ωB97M-V/def2-TZVPD) of C29H53N8O5Ti as an isolated structure.

Properties
HOMO energy (spin up / spin down), eV: -10.214 / -10.214
Relative energy (zero: lowest compared OMol25 entry of this formula, charge and spin), kcal per mole: 10.3
Gap between HOMO and LUMO (spin up / spin down), hartree: 0.2840 / 0.2840
F_max, hartree/bohr: 0.0326
Total charge: +1

Structure (XYZ):
```
96
C29H53N8O5Ti (ωB97M-V/def2-TZVPD)
Ti 0.9187 0.7289 0.9212
C -0.7586 4.1495 0.5104
C 0.3474 3.6023 -0.3843
C -0.0316 3.3400 -1.8858
C -1.1399 2.4101 -2.4450
C -1.0413 2.4309 -3.9663
C -2.5305 2.8439 -1.9922
N -0.8782 0.9876 -1.9896
C -1.6988 -0.1410 -2.5139
C -1.6266 -1.3819 -1.6207
N -2.0948 -1.2178 -0.2520
C -2.9867 -0.1263 0.0487
C -2.2830 0.9551 0.8693
O -2.8349 1.5548 1.7597
O -1.0224 1.1609 0.5244
C -2.1982 -2.4857 0.5094
C -3.5166 -2.6622 1.2588
C -0.9464 -2.8513 1.3482
C -0.4752 -2.1037 2.6204
C -1.4885 -2.2243 3.7642
C 0.8521 -2.7204 3.0628
N -0.2640 -0.6631 2.2859
C -0.0393 0.2783 3.4381
C 0.5081 1.5566 2.8218
N 1.1847 2.5612 0.2347
C 2.4939 2.5285 -0.4072
C 2.5149 1.3625 -1.3884
O 3.1817 1.3034 -2.3969
O 1.7128 0.4097 -0.9612
H -1.2958 4.9433 -0.0134
H -0.3010 4.5910 1.3964
H -1.4744 3.4129 0.8514
H 1.0215 4.4586 -0.5070
H 0.8934 3.0747 -2.4079
H -0.2975 4.3230 -2.2852
H -1.1453 3.4530 -4.3276
H -1.8327 1.8364 -4.4265
H -0.0723 2.0540 -4.3021
H -2.6752 3.8865 -2.2738
H -2.6526 2.7817 -0.9125
H -3.3210 2.2723 -2.4808
H 0.1159 0.7577 -2.1073
H -0.9858 1.0102 -0.9510
H -1.3258 -0.4165 -3.4986
H -2.7206 0.2047 -2.6422
H -0.5866 -1.7282 -1.5928
H -2.2023 -2.1563 -2.1508
H -3.8734 -0.4262 0.5986
H -3.3649 0.3582 -0.8548
H -2.2067 -3.2744 -0.2543
H -3.6863 -1.9195 2.0361
H -3.5155 -3.6396 1.7412
H -4.3632 -2.6321 0.5713
H -0.1091 -2.8506 0.6591
H -1.0912 -3.8928 1.6551
H -1.8104 -3.2610 3.8712
H -2.3732 -1.6094 3.5969
H -1.0482 -1.9170 4.7131
H 0.7545 -3.8056 3.1305
H 1.1467 -2.3615 4.0500
H 1.6433 -2.4839 2.3525
H -1.1567 -0.4010 1.8988
H 0.6877 -0.1975 4.0939
H -0.9640 0.4073 4.0045
H 1.3216 2.0277 3.3643
H -0.2658 2.2978 2.6466
H 3.2951 2.3593 0.3208
H 2.7403 3.4555 -0.9265
C 4.4093 -0.6158 -0.2112
C 4.0716 -0.2837 1.2013
N 2.9401 0.1375 1.7719
C 3.2293 0.2622 3.1286
C 4.5135 -0.0723 3.3675
N 5.0279 -0.4099 2.1394
H 3.5276 -0.7093 -0.8288
H 4.9445 -1.5668 -0.2321
H 5.0604 0.1503 -0.6361
H 2.5059 0.5861 3.8459
H 5.0924 -0.0957 4.2727
H 5.9714 -0.7009 1.9459
N 1.9134 -2.2504 -0.0398
C 2.2459 -3.2656 -0.4848
N 2.6569 -4.4268 -0.9686
C 2.2851 -4.7828 -2.3464
C 3.2283 -5.8695 -2.8275
O 3.2096 -6.9747 -1.9453
C 3.6626 -6.6071 -0.6575
C 2.7430 -5.5683 -0.0437
H 2.3678 -3.8949 -2.9719
H 1.2530 -5.1490 -2.3724
H 4.2457 -5.4674 -2.9075
H 2.9153 -6.2354 -3.8032
H 4.6837 -6.2103 -0.7164
H 3.6687 -7.5104 -0.0510
H 3.1318 -5.2181 0.9116
H 1.7486 -6.0002 0.1127
```

Atomic partial charges in e from the Mulliken method, atoms 1 to 8: 0.076, -1.941, 0.548, -2.092, 2.209, -1.910, -1.685, 1.385

The following is a DFT calculation (ωB97M-V/def2-TZVPD) of C29H55BN6O4PSeSiV as an isolated structure.

Properties
HOMO energy (spin up / spin down), eV: -14.151 / -14.151
Gap between HOMO and LUMO (spin up / spin down), hartree: 0.2363 / 0.2370
F_max, hartree/bohr: 0.0118
Total charge: +2

Structure (XYZ):
```
99
C29H55BN6O4PSeSiV (ωB97M-V/def2-TZVPD)
V -0.1704 -0.6059 0.4921
C -4.2493 -0.6687 2.5452
C -3.7954 -2.0386 2.0438
C -4.0419 -2.2599 0.5505
C -2.4034 -2.3854 2.5011
C -2.1733 -3.3082 3.5264
C -0.8076 -3.4232 3.6313
N -0.2630 -2.6087 2.7255
N -1.2203 -1.9477 2.0233
B 1.1752 -2.4429 2.2767
N 1.1875 -2.8187 0.7633
C 1.9511 -3.7587 0.2046
C 1.5087 -4.0072 -1.0791
C 0.4376 -3.1460 -1.2863
N 0.2396 -2.4299 -0.1615
C -0.4395 -3.0930 -2.4990
C -1.3171 -4.3525 -2.5329
C -1.2960 -1.8392 -2.5903
N 1.5316 -0.9471 2.5266
C 2.4399 -0.4300 3.3426
C 2.2069 0.9359 3.4745
C 1.1102 1.2136 2.6743
N 0.6949 0.0528 2.1178
C 0.3861 2.5062 2.4550
C 1.2372 3.6980 2.8829
C -0.9428 2.4824 3.2191
H -5.3057 -0.5117 2.3170
H -4.1221 -0.5873 3.6253
H -3.6640 0.1260 2.0826
H -4.4208 -2.7691 2.5610
H -3.5744 -1.4964 -0.0711
H -3.6570 -3.2297 0.2336
H -5.1141 -2.2474 0.3474
H -2.9227 -3.8328 4.0940
H -0.1866 -4.0323 4.2671
H 1.9523 -3.1298 2.8601
H 2.7519 -4.2073 0.7687
H 1.9037 -4.7230 -1.7793
H 0.2354 -3.1255 -3.3554
H -1.9924 -4.3698 -1.6743
H -1.9191 -4.3644 -3.4416
H -0.7169 -5.2609 -2.5102
H -2.0471 -1.8316 -1.7965
H -0.6967 -0.9280 -2.5279
H -1.8305 -1.8279 -3.5407
H 3.1856 -1.0634 3.7947
H 2.7686 1.6337 4.0703
H 0.1739 2.5816 1.3831
H 1.3932 3.6934 3.9630
H 2.2121 3.6954 2.3959
H 0.7341 4.6307 2.6289
H -0.7628 2.3924 4.2915
H -1.4879 3.4135 3.0502
H -1.5632 1.6375 2.9119
C 1.3720 1.0490 -4.0169
C 2.2488 -0.1890 -3.9496
C 1.6870 -1.2935 -4.8238
C 3.6960 0.0928 -4.3066
O 2.2163 -0.7658 -2.5743
P 2.4923 -0.1234 -1.1853
O 3.1875 -0.9707 -0.2203
O 0.9655 0.1526 -0.6237
O 3.0247 1.2992 -1.4908
C 3.8304 2.2890 -0.7361
C 4.9785 2.6497 -1.6583
C 4.3301 1.7081 0.5708
C 2.8961 3.4640 -0.5204
H 1.2317 1.3210 -5.0634
H 1.8203 1.8937 -3.4991
H 0.3879 0.8440 -3.5896
H 1.8550 -1.0440 -5.8711
H 0.6133 -1.4087 -4.6715
H 2.1909 -2.2369 -4.6128
H 3.7451 0.4900 -5.3208
H 4.2830 -0.8251 -4.2699
H 4.1342 0.8264 -3.6333
H 5.6106 1.7808 -1.8427
H 5.5907 3.4241 -1.1957
H 4.6058 3.0313 -2.6094
H 4.9496 0.8289 0.4041
H 3.5011 1.4274 1.2213
H 4.9264 2.4664 1.0797
H 2.5609 3.8660 -1.4768
H 3.4117 4.2558 0.0239
H 2.0234 3.1533 0.0571
C -4.5528 2.7610 2.0797
Si -4.2409 2.4325 0.3092
C -3.2448 3.6466 -0.6294
C -5.2569 1.2246 -0.6151
Se -1.9083 0.5757 0.0817
H -5.5384 2.4036 2.3802
H -4.4625 3.8290 2.2871
H -3.8098 2.2435 2.6920
H -3.9286 4.4502 -0.9363
H -2.8050 3.2238 -1.5309
H -2.4709 4.1018 -0.0107
H -6.0381 1.7981 -1.1324
H -5.7441 0.5009 0.0355
H -4.6791 0.7087 -1.3816
```

Atomic partial charges in e from the Mulliken method, atoms 1 to 8: -0.767, -1.033, 0.416, -1.129, -0.247, -1.333, -0.421, -0.072

The following is a DFT calculation (ωB97M-V/def2-TZVPD) of a 3-piece molecular cluster, C29H55N2O12P2 overall.

Properties
HOMO energy, eV: -4.253
Gap between HOMO and LUMO, hartree: 0.1362
F_max, hartree/bohr: 0.1821
Total charge: -1

Structure (XYZ):
```
100
C29H55N2O12P2 (ωB97M-V/def2-TZVPD)
C 0.8419 -4.2146 5.2659
C 1.1636 -4.6886 3.7680
C 0.4447 -3.7578 2.6288
N -0.4803 -4.6415 1.8651
C 0.2987 -5.3369 0.8089
C 0.5159 -4.4862 -0.5383
N 1.2639 -3.4026 -0.6512
C -1.6706 -3.9278 1.3340
C -2.6587 -3.3658 2.5093
C -4.1841 -3.2310 2.0300
C -4.9571 -2.3334 3.1578
O -5.8451 -3.1595 3.9586
C -2.5849 -5.0070 0.5193
O -2.8773 -4.7668 -0.7138
O -3.0788 -6.1477 1.1620
O 2.5758 -4.7512 3.4334
C 3.2932 -3.5697 3.8512
C 4.5042 -3.1677 2.8687
C 5.9470 -3.6501 3.1645
C 7.1218 -3.2193 2.2326
C 6.8257 -2.2810 1.0032
C 5.3666 -1.8329 0.7134
C 4.1664 -2.2555 1.6337
H 1.6196 -4.6426 6.0096
H 0.9005 -3.0707 5.3556
H -0.2152 -4.5032 5.6262
H 0.7123 -5.7480 3.6574
H 1.2616 -3.3168 1.9401
H -0.0524 -2.8730 3.1516
H -0.1702 -6.3488 0.5033
H 1.3620 -5.6091 1.1819
H -0.0565 -4.8611 -1.4696
H 1.1634 -3.1327 -1.6551
H -1.4371 -3.0158 0.6775
H -2.2885 -2.2846 2.7116
H -2.5146 -3.9660 3.4736
H -4.2267 -2.6616 1.0268
H -4.7514 -4.2209 1.9845
H -4.1543 -1.9269 3.8859
H -5.4659 -1.4199 2.6886
H -6.4687 -3.5990 3.3400
H 3.7807 -3.8185 4.8679
H 2.6218 -2.6280 3.9109
H 6.1032 -4.3230 4.0802
H 8.1605 -3.6035 2.4982
H 7.7395 -1.9747 0.3795
H 5.1983 -1.1447 -0.1811
H 3.0965 -1.8920 1.4084
O 3.2280 0.9933 -1.7477
P 2.3043 1.6823 -2.7595
O 3.4995 1.9675 -3.8707
C 3.9318 0.8844 -4.6821
C 2.8954 0.5293 -5.7343
O 2.3270 3.1396 -1.9579
C 2.4273 3.1798 -0.5364
C 3.8601 3.4708 -0.1227
O 1.2020 2.3865 -3.8657
C 1.1132 3.7819 -4.1459
C 2.3490 4.3990 -4.7710
H 4.1639 0.0173 -4.0571
H 4.8566 1.1976 -5.1725
H 1.9876 0.1353 -5.2681
H 3.2855 -0.2265 -6.4183
H 2.6068 1.4112 -6.3081
H 2.0609 2.2536 -0.0890
H 1.7752 3.9818 -0.1808
H 4.5773 2.8202 -0.6275
H 3.9828 3.3561 0.9579
H 4.1278 4.4969 -0.3932
H 0.8008 4.3304 -3.2544
H 0.2903 3.8852 -4.8613
H 3.1762 4.4511 -4.0599
H 2.1385 5.4196 -5.1014
H 2.6883 3.8189 -5.6322
O -1.8483 5.1735 -0.7533
P -3.2584 4.9398 -1.3132
O -3.9688 4.6469 0.1544
C -4.2573 5.7563 0.9929
C -5.4347 6.5594 0.4673
O -2.9396 3.3803 -1.7916
C -1.6329 3.0118 -2.2260
C -0.8884 2.3142 -1.1006
O -4.8002 4.7777 -2.0402
C -5.4848 3.5395 -2.2299
C -5.8542 2.7998 -0.9593
H -3.3706 6.3886 1.0961
H -4.4991 5.3592 1.9814
H -5.1863 7.0346 -0.4863
H -5.7150 7.3399 1.1771
H -6.2968 5.9145 0.2914
H -1.0820 3.8778 -2.5955
H -1.7447 2.3255 -3.0691
H -0.9338 2.8736 -0.1637
H 0.1624 2.1598 -1.3654
H -1.3402 1.3379 -0.9011
H -4.9287 2.8985 -2.9176
H -6.4141 3.7955 -2.7493
H -4.9722 2.3965 -0.4573
H -6.5124 1.9576 -1.1875
H -6.3656 3.4578 -0.2529
```

Atomic partial charges in e from the Mulliken method, atoms 1 to 8: -1.333, 0.026, -0.071, 0.169, -0.803, -0.085, -0.380, 0.606

The following is a DFT calculation (ωB97M-V/def2-TZVPD) of a 3-piece molecular cluster, C29H56IN2O4P overall.

Properties
Spin multiplicity: 3
HOMO energy (spin up / spin down), eV: -7.882 / -7.882
Gap between HOMO and LUMO (spin up / spin down), hartree: 0.3051 / 0.2956
F_max, hartree/bohr: 0.0808
Total charge: 0
<S²>: 2.01

Structure (XYZ):
```
93
C29H56IN2O4P (ωB97M-V/def2-TZVPD)
C -6.0933 -4.0808 -1.1577
C -4.6629 -3.3487 -0.9002
C -3.7966 -3.2291 -2.2636
I -3.3036 -1.0936 -2.4762
C -2.4856 -4.1691 -2.2695
P -1.6366 -3.7385 -3.9107
C -2.6507 -4.2720 -5.4130
C -3.8122 -3.2544 -5.8450
C 0.0401 -4.5978 -4.0815
C 0.8818 -4.0032 -5.3387
C -2.8110 -5.7070 -1.9243
C -1.5186 -6.1712 -1.0506
O -0.6515 -4.9940 -0.8389
C -1.5383 -3.8772 -1.0082
O -1.5017 -2.9307 -0.2155
H -6.8860 -3.5772 -0.4980
H -6.4396 -3.9706 -2.2461
H -6.0134 -5.1976 -0.9267
H -4.9178 -2.2982 -0.5221
H -4.1029 -3.9189 -0.0708
H -4.4663 -3.6023 -3.1100
H -1.9333 -4.3443 -6.3122
H -3.0799 -5.3336 -5.2956
H -4.6937 -3.8884 -6.2272
H -4.1874 -2.5711 -5.0194
H -3.5090 -2.5971 -6.7321
H 0.7170 -4.4466 -3.1637
H -0.0582 -5.7336 -4.2532
H 1.1482 -2.9073 -5.1994
H 1.8411 -4.6047 -5.5019
H 0.2410 -4.0839 -6.2747
H -3.6427 -5.8474 -1.1400
H -2.8893 -6.4639 -2.7662
H -1.7181 -6.5561 0.0090
H -0.8319 -6.8881 -1.6072
C 1.2561 0.7051 4.2613
C -0.0393 1.5466 4.0816
C -1.1524 1.0239 5.0162
C -1.7522 -0.3037 4.5680
C -2.2141 -0.2278 3.1148
C -1.1086 0.2689 2.1615
N -0.4549 1.5211 2.6448
O -1.3214 2.5411 2.4432
C -0.0583 -0.8518 1.9823
C -1.7062 0.4313 0.7401
C 0.3724 2.9615 4.5585
H 1.9779 1.2039 4.9132
H 1.0610 -0.2644 4.7294
H 1.7744 0.5376 3.3178
H -1.9622 1.7628 5.0796
H -0.7634 0.9154 6.0345
H -1.0258 -1.1137 4.6904
H -2.6012 -0.5614 5.2070
H -2.5698 -1.2149 2.7982
H -3.0848 0.4375 3.0590
H 0.7826 -0.5096 1.3689
H -0.4924 -1.7193 1.4783
H 0.3385 -1.2350 2.9214
H -2.5556 1.1186 0.7134
H -2.0776 -0.5275 0.3572
H -0.9511 0.7929 0.0334
H 1.1668 3.3736 3.9282
H 0.7445 2.9266 5.5858
H -0.4618 3.6704 4.5586
C 3.6212 3.1135 -1.3262
C 3.1651 3.3040 0.1482
C 1.9926 4.3064 0.2219
C 2.4113 5.7532 -0.0117
C 3.5576 6.1434 0.9186
C 4.7494 5.1670 0.8409
N 4.3309 3.7414 0.9771
O 4.0220 3.5270 2.2770
C 5.4926 5.3858 -0.4983
C 5.8013 5.5724 1.9031
C 2.6355 1.9075 0.5535
H 3.2038 2.2044 -1.7666
H 3.2892 3.9306 -1.9736
H 4.7032 3.0170 -1.4149
H 1.5103 4.2429 1.2063
H 1.2230 4.0339 -0.5081
H 2.7054 5.9042 -1.0557
H 1.5604 6.4174 0.1606
H 3.8867 7.1605 0.6770
H 3.1747 6.1874 1.9455
H 6.3027 4.6592 -0.6230
H 5.9448 6.3833 -0.5383
H 4.8466 5.3293 -1.3728
H 5.3967 5.5842 2.9176
H 6.1772 6.5834 1.7110
H 6.6618 4.8953 1.8854
H 3.4305 1.1563 0.5116
H 1.8379 1.5867 -0.1221
H 2.2072 1.8907 1.5604
```

Atomic partial charges in e from the Mulliken method, atoms 1 to 8: -1.113, -0.335, -1.224, 0.146, 1.592, 0.120, -0.468, -0.800

Look up the F_max of the second one.
0.0326 hartree/bohr

The highest F_max belongs to which entry?
C29H55N2O12P2

Which formula does entry 4 have?
C29H55N2O12P2

Look up the total charge of the first one.
0